139
Properties=species:S:1:pos:R:3:forces:R:3 method="wB97M-V/def2-TZVPD" energy_ha=-3604.7321 e_homo_ev=-9.15 gap_ev=7.176 lumo_ev=-2.0 max_force_ha_per_bohr=0.036 charge=+1 spin_multiplicity=1 e_above_lowest_kcal_mol=21.8
Ba -0.21539 -0.20531 -0.30461 0.363 1.203 1.327
Te -2.57295 -2.44350 -0.40386 -0.868 -1.101 -0.283
Sb 1.88292 -3.18145 -1.04285 -0.134 0.113 -0.127
S 3.09548 -0.83081 1.92482 0.145 -0.136 0.183
N -2.79456 -0.09696 1.64309 0.033 0.249 -0.034
N -1.17030 2.72361 -0.16668 -0.181 -0.318 -0.426
N -0.55154 0.56698 -3.02025 -0.240 -0.358 -0.103
N 0.08411 1.78562 2.08855 0.017 -0.368 0.046
N 0.44058 0.99322 -3.62469 0.481 0.344 -0.170
N -0.67387 -1.78316 2.33657 0.387 -0.269 0.232
N 5.55357 -0.66747 1.00057 0.149 0.080 -0.113
C 3.47405 2.91735 -3.03918 0.010 -0.024 0.043
C 1.56747 2.21047 3.92122 0.074 -0.027 0.058
C 2.53651 -3.88350 -4.04505 -0.054 0.105 -0.006
C -0.98767 3.55951 0.85671 0.101 -0.187 0.018
C -4.27407 6.69565 -1.08814 -0.043 0.013 -0.059
C 4.62154 -4.69907 -1.02410 0.061 0.138 0.053
C -6.33677 -3.92618 -3.88464 -0.026 0.068 0.044
C 6.73178 -2.33005 2.75822 -0.018 -0.033 0.046
C -2.05375 -2.68832 4.06947 -0.091 -0.077 0.108
C -4.57022 -1.72516 -0.64314 -0.129 0.062 -0.090
C 3.29897 3.91431 5.44743 0.034 -0.012 0.058
C 2.87953 5.66246 3.72904 0.052 0.031 -0.045
C 6.88947 -0.89648 0.88187 -0.257 0.162 -0.127
C -5.20140 -2.53088 -1.75868 -0.004 -0.121 0.207
C -2.33237 -1.01510 -5.91453 -0.078 -0.044 0.024
C -3.83078 -0.80489 -4.04389 -0.059 0.219 -0.068
C -2.67361 4.31837 -1.14324 -0.078 -0.043 -0.100
C -4.11727 1.16100 3.73019 -0.006 0.002 0.114
C -3.23482 6.53009 0.02168 0.048 -0.047 -0.008
C 0.63470 4.01705 2.70976 0.042 0.220 0.056
C 5.39243 -2.08485 2.85843 -0.071 0.027 0.000
C -3.56112 0.97978 1.43106 0.205 -0.262 -0.012
C -3.94480 6.65617 1.37649 -0.053 -0.001 0.075
C -0.05029 3.10715 1.92875 -0.113 -0.120 -0.107
C 7.51447 -1.72583 1.74594 0.096 -0.163 0.165
C -3.58914 -1.21767 -5.34644 0.127 0.024 -0.052
C -1.98778 3.11617 -1.14537 0.186 -0.110 0.112
C 4.01120 -3.31177 -0.79806 0.092 -0.135 -0.065
C -3.32412 0.04985 3.96453 0.022 -0.035 0.096
C 2.38416 2.30758 -3.63205 -0.011 0.076 -0.109
C 3.70789 2.69124 -1.68379 0.027 0.011 -0.067
C 0.86710 1.36229 3.08119 -0.194 0.024 -0.212
C -4.99494 -4.08591 -3.58501 0.065 0.012 0.098
C 1.44784 -5.27914 -1.02757 -0.213 -0.075 -0.027
C -1.31703 -0.41009 -5.18976 0.104 -0.020 -0.125
C -1.16233 -3.73228 4.26302 -0.092 -0.026 0.087
C -2.52152 5.18241 -0.06884 -0.019 0.129 0.127
C -2.18338 7.64290 -0.10767 0.048 0.044 -0.011
C -6.55892 -2.38057 -2.05796 0.118 -0.004 0.079
C -1.56268 0.00211 -3.88724 0.138 0.019 0.379
C 2.86444 1.85952 -0.95170 0.007 -0.021 -0.003
C -1.64998 4.77297 0.93973 -0.061 0.204 0.040
C 1.82670 -2.84707 -3.17164 0.019 -0.121 -0.083
C -7.12504 -3.07204 -3.11530 0.052 -0.023 -0.046
C -2.67315 -0.55497 2.89592 0.081 -0.044 -0.211
C -0.00600 -3.77093 3.50808 0.088 -0.011 -0.038
C -2.94574 -3.56327 -2.19507 -0.212 0.028 -0.092
C 1.18994 5.25228 5.53333 -0.026 0.060 0.059
C 0.19848 -2.77777 2.56156 -0.419 0.140 -0.018
C 4.73358 -1.21414 1.94364 0.040 0.050 -0.070
C -0.03982 -5.54125 -1.28788 0.149 -0.045 -0.015
C -1.76883 -1.73149 3.10948 0.035 0.384 -0.305
C 1.53267 1.51406 -2.85598 -0.075 -0.024 -0.137
C -4.41608 -3.39326 -2.51972 0.038 -0.130 0.164
C 2.21560 4.58830 4.60262 0.013 0.003 -0.009
C -2.81322 -0.19723 -3.31853 -0.139 0.037 0.032
C -4.24072 1.64114 2.43818 -0.041 0.031 -0.037
C 1.47611 3.58096 3.73114 0.049 0.107 0.063
C 1.73432 1.22705 -1.49655 0.181 0.011 -0.261
H -3.62530 1.33462 0.40511 0.008 -0.065 0.082
H -1.49990 5.39729 1.81083 0.002 -0.003 -0.028
H -4.84572 2.50962 2.21038 0.042 -0.040 0.009
H 1.75180 -5.66248 -0.05026 -0.055 -0.019 -0.043
H -3.82271 6.64848 -2.08304 -0.030 0.024 0.086
H -2.09253 2.43521 -1.98619 0.020 0.023 0.065
H -0.33200 -0.25939 -5.61408 -0.068 -0.012 0.015
H -4.37375 -1.70530 -5.91364 0.053 0.045 0.026
H 4.01756 3.37363 4.82333 -0.063 0.058 0.050
H 8.57514 -1.91071 1.65598 -0.065 -0.003 0.023
H -0.66937 -5.06376 -0.53094 0.032 0.000 -0.001
H 3.59572 -3.96848 -3.79186 -0.058 0.028 0.002
H 2.07811 -5.76288 -1.77532 -0.056 -0.028 0.035
H -1.64775 7.56707 -1.05797 -0.043 0.012 0.062
H 5.70565 -4.66781 -0.88000 -0.051 -0.005 -0.008
H 4.22354 -5.43351 -0.32056 0.010 0.057 -0.019
H 0.73137 -4.55398 3.64126 -0.063 0.069 -0.018
H 1.09873 -2.77843 1.96240 0.001 0.060 -0.047
H 0.41143 5.76551 4.96053 0.069 -0.040 0.055
H -2.98482 0.13280 -2.29699 0.003 -0.006 -0.085
H 0.53000 5.07598 2.50490 0.004 -0.094 0.031
H 2.25800 -1.85068 -3.30654 -0.013 -0.018 -0.023
H 4.13426 3.55264 -3.61834 -0.038 -0.037 0.036
H -0.34925 -5.15711 -2.26553 0.059 -0.013 0.055
H -3.23948 6.69616 2.21084 -0.052 -0.025 -0.076
H -4.38224 -4.75545 -4.18028 -0.033 0.043 0.028
H -6.77425 -4.47018 -4.71230 0.008 0.011 0.022
H 4.43842 -5.08231 -2.02888 -0.013 0.052 0.032
H -4.53341 7.57798 1.39888 0.065 -0.077 0.010
H 4.78398 -2.53855 3.62777 0.051 -0.005 -0.008
H -5.05722 5.93282 -1.02614 0.078 0.066 -0.007
H 5.09068 -0.05277 0.34324 -0.015 0.064 -0.088
H 4.56065 3.16384 -1.20380 -0.040 -0.005 -0.011
H 2.16340 2.44851 -4.68586 0.038 -0.015 0.070
H -4.62471 5.81512 1.54369 0.033 0.074 -0.018
H 4.42665 -2.56605 -1.48304 0.034 -0.066 0.023
H 0.95078 0.28741 3.20979 -0.061 0.079 -0.026
H -4.80524 -0.96496 -3.59360 0.161 0.135 -0.171
H -3.18083 -0.32764 4.96984 -0.033 0.031 -0.066
H 2.08980 -4.87612 -3.94655 0.016 0.058 0.020
H -2.69691 -4.60698 -2.02394 -0.024 -0.051 0.012
H 7.39193 -0.38381 0.07394 -0.057 0.010 0.005
H 3.55137 5.21281 2.99153 -0.053 0.035 0.072
H 3.46628 6.33563 4.36024 -0.052 -0.049 -0.052
H -2.97185 -2.62816 4.64168 0.073 -0.009 -0.032
H -2.31779 -3.18578 -3.00315 -0.012 0.049 -0.015
H -2.14050 -1.34100 -6.92996 -0.013 0.012 0.039
H 3.84517 4.67560 6.00997 -0.037 -0.058 -0.035
H -1.44819 7.59129 0.70077 -0.061 0.004 -0.071
H -4.75050 7.67420 -0.99280 0.017 -0.072 0.000
H 2.19206 1.78025 4.69307 -0.036 0.032 -0.070
H 4.20863 -2.96095 0.21397 0.031 -0.063 -0.041
H -8.17828 -2.95094 -3.34035 0.067 -0.010 0.010
H 2.47956 -3.60613 -5.10185 -0.008 -0.020 0.066
H 7.20812 -2.99952 3.46576 -0.048 0.037 -0.032
H -2.66818 8.62279 -0.06447 0.044 -0.084 0.009
H -0.26899 -6.61032 -1.27244 0.022 0.054 -0.008
H -5.09724 -1.83967 0.30329 0.002 -0.020 -0.043
H 0.76906 -2.76255 -3.44448 0.056 -0.005 -0.028
H -4.55197 -0.66208 -0.89204 -0.008 -0.040 0.014
H 3.10031 1.70409 0.10277 -0.025 0.011 -0.050
H 1.68507 5.99030 6.17202 -0.049 -0.061 -0.054
H -4.62494 1.65290 4.55072 0.022 -0.024 -0.016
H 0.70695 4.51107 6.17665 0.035 0.054 -0.048
H -1.37056 -4.50048 4.99797 0.004 0.037 -0.028
H -3.32098 4.55407 -1.97737 0.052 -0.024 0.053
H -7.17064 -1.71480 -1.45572 0.061 -0.046 -0.052
H 2.87492 3.21427 6.17268 0.033 0.054 -0.056
H 2.14788 6.27315 3.19449 0.059 -0.057 0.038